{
  "formula": "C17H35N2O4ReS4SbSi",
  "method": "ωB97M-V with the def2-TZVPD basis set",
  "homo_lumo_gap_ev": 6.22,
  "homo_energy_ev": -11.976,
  "molar_mass_g_mol": 795.8,
  "relative_energy_kcal_mol": 24.5,
  "charge": 1,
  "elements": ["Re", "S", "Sb", "S", "S", "S", "C", "N", "C", "C", "N", "C", "H", "H", "H", "H", "H", "H", "C", "C", "C", "C", "O", "Si", "O", "O", "C", "C", "C", "C", "O", "C", "C", "C", "C", "H", "H", "H", "H", "H", "H", "H", "H", "H", "H", "H", "H", "H", "H", "H", "H", "H", "H", "H", "H", "H", "H", "H", "H", "H", "H", "H", "C", "H", "H"],
  "positions_angstrom": [[0.54798, 0.18160, 0.35121], [2.66761, 1.71963, 3.83772], [2.77402, -0.26921, 2.90778], [2.55040, 0.66410, 0.07875], [0.48860, -1.02435, 2.22251], [4.05183, -2.02466, 2.63898], [-5.21292, 0.43767, 0.30412], [-3.87790, -0.16638, 0.33844], [-3.58614, -1.50989, 0.44002], [-2.23320, -1.60537, 0.42157], [-1.70320, -0.33434, 0.30357], [-2.72232, 0.50665, 0.26608], [-5.95776, -0.35018, 0.35232], [-5.35152, 0.99313, -0.61993], [-5.35172, 1.10304, 1.15250], [-4.35600, -2.26034, 0.51572], [-1.60263, -2.47733, 0.48239], [-2.63941, 1.57562, 0.16872], [3.46965, 4.45997, -1.32130], [2.43328, 4.67012, -0.23364], [3.05391, 4.51618, 1.14502], [1.75104, 6.02495, -0.38130], [1.45476, 3.60610, -0.41042], [-0.06785, 3.45555, 0.10822], [-0.31014, 1.80745, 0.32638], [-0.23524, 4.16950, 1.54522], [-1.21381, 4.10156, 2.60881], [-1.23881, 2.69679, 3.20499], [-0.74094, 5.09488, 3.65231], [-2.57664, 4.49892, 2.06039], [-1.19882, 3.96174, -0.92317], [-1.45281, 3.82463, -2.34191], [-0.21546, 3.34169, -3.08498], [-2.58568, 2.82227, -2.50564], [-1.87324, 5.19819, -2.82686], [4.26780, 5.19910, -1.23666], [3.01249, 4.55101, -2.30883], [3.91288, 3.46531, -1.23174], [3.81613, 5.28108, 1.30414], [3.52918, 3.53543, 1.24034], [2.28988, 4.61126, 1.92027], [2.48061, 6.82873, -0.27737], [0.98849, 6.15580, 0.39235], [1.28123, 6.11364, -1.36378], [-0.24188, 2.42162, 3.56131], [-1.57005, 1.95452, 2.47447], [-1.92593, 2.67253, 4.05227], [0.26683, 4.83320, 3.98036], [-1.40442, 5.08509, 4.51867], [-0.72270, 6.10394, 3.23577], [-2.95456, 3.73818, 1.36953], [-2.50216, 5.43914, 1.51058], [-3.29427, 4.62077, 2.87273], [0.10228, 2.35739, -2.72216], [0.61297, 4.03801, -2.95840], [-0.43696, 3.25585, -4.14952], [-2.27676, 1.84521, -2.12461], [-2.85251, 2.70935, -3.55736], [-3.46715, 3.16569, -1.95580], [-1.04855, 5.90528, -2.71192], [-2.72157, 5.55888, -2.24320], [-2.15866, 5.16058, -3.87958], [0.38046, -0.99212, -1.14599], [-0.59243, -1.17935, -1.57733], [1.23284, -1.41919, -1.65826]],
  "forces_ev_per_a": [[-0.133, 0.234, -1.400], [0.136, -0.197, -0.132], [-0.422, -0.061, 0.430], [0.127, -0.057, -0.296], [0.107, -0.505, 0.752], [0.032, 0.140, -0.006], [0.096, -0.059, 0.001], [-0.293, 0.092, 0.010], [-0.072, 0.131, -0.021], [0.056, 0.206, -0.055], [0.155, -0.207, 0.291], [0.047, -0.290, -0.016], [0.028, -0.053, 0.004], [0.043, -0.001, -0.037], [0.052, -0.003, 0.038], [0.047, 0.074, 0.002], [-0.052, 0.026, 0.008], [-0.079, -0.011, 0.031], [0.009, -0.070, -0.077], [-0.029, 0.071, 0.043], [-0.021, -0.056, 0.086], [-0.111, -0.076, 0.041], [-0.084, -0.063, -0.007], [0.218, 0.406, 0.231], [-0.031, 0.186, -0.218], [-0.093, -0.186, -0.028], [-0.052, -0.031, -0.032], [0.068, 0.040, -0.034], [0.071, 0.118, 0.030], [0.013, -0.024, -0.132], [-0.055, -0.074, -0.014], [0.041, -0.070, 0.003], [0.060, -0.048, 0.091], [-0.053, -0.004, 0.114], [0.024, 0.125, 0.000], [-0.040, -0.014, -0.001], [0.042, -0.006, 0.034], [-0.009, 0.043, -0.022], [-0.024, -0.020, -0.002], [-0.031, 0.063, 0.005], [0.072, -0.001, -0.049], [0.006, -0.025, -0.009], [0.060, 0.015, -0.078], [0.012, -0.001, 0.032], [-0.089, -0.011, -0.048], [0.001, 0.041, 0.051], [0.007, -0.010, -0.007], [-0.032, 0.031, 0.015], [0.025, 0.011, -0.032], [0.010, -0.042, 0.032], [-0.007, 0.043, 0.031], [-0.015, -0.031, 0.062], [0.004, -0.033, -0.016], [-0.010, 0.073, -0.029], [0.000, -0.014, -0.002], [-0.004, -0.004, 0.019], [-0.029, 0.009, -0.043], [0.001, 0.023, 0.028], [0.045, -0.062, -0.039], [-0.067, -0.020, -0.018], [0.020, -0.006, -0.037], [0.015, 0.019, 0.032], [0.173, 0.335, 0.514], [-0.002, -0.195, 0.046], [0.015, 0.082, -0.167]]
}


{
  "formula": "C17H35N5O22S2",
  "method": "ωB97M-V with the def2-TZVPD basis set",
  "homo_lumo_gap_ev": 9.87,
  "smiles": "C[N+](=O)[O-].C[N+](=O)[O-].C[N+](=O)[O-].C[N+](=O)[O-].C[N+](=O)[O-].O=S1(=O)OCCO1.O=S1(=O)OCCO1.O=C1CCCO1.O=C1CCCO1",
  "homo_energy_ev": -9.961,
  "molar_mass_g_mol": 725.6,
  "relative_energy_kcal_mol": 41.6,
  "elements": ["C", "N", "O", "O", "H", "H", "H", "C", "N", "O", "O", "H", "H", "H", "C", "N", "O", "O", "H", "H", "H", "C", "N", "O", "O", "H", "H", "H", "C", "N", "O", "O", "H", "H", "H", "O", "C", "O", "C", "C", "C", "H", "H", "H", "H", "H", "H", "O", "C", "O", "C", "C", "C", "H", "H", "H", "H", "H", "H", "C", "C", "O", "S", "O", "O", "O", "H", "H", "H", "H", "C", "C", "O", "S", "O", "O", "O", "H", "H", "H", "H"],
  "positions_angstrom": [[-6.32599, 1.19494, 0.82389], [-6.26459, 1.96299, -0.47766], [-5.25802, 2.64647, -0.62411], [-7.14610, 1.83672, -1.24968], [-5.79484, 1.77465, 1.57883], [-6.15173, 0.12760, 0.68789], [-7.33690, 1.19605, 1.23149], [7.24273, -0.71074, -0.75790], [5.80753, -0.37420, -1.02776], [5.60701, 0.55137, -1.77688], [4.94384, -0.99136, -0.47137], [7.13529, -1.31263, 0.14448], [7.79518, 0.22341, -0.65651], [7.51634, -1.35368, -1.59448], [4.45403, -3.29944, 4.24884], [3.90258, -4.48376, 4.99866], [2.64603, -4.54638, 5.21350], [4.68280, -5.25192, 5.59521], [5.15278, -2.79376, 4.91527], [3.57239, -2.79171, 3.85766], [5.04674, -3.71791, 3.43541], [1.98211, -0.06414, 9.10104], [3.43862, -0.24428, 9.57440], [4.12832, 0.74136, 9.65006], [3.81891, -1.38808, 9.80883], [1.68787, -0.80639, 8.35904], [1.90172, 0.90226, 8.60332], [1.37087, -0.25087, 9.98400], [-4.60973, -1.98497, 9.48194], [-3.38324, -1.28144, 9.10854], [-3.32648, -0.12328, 9.19116], [-2.45463, -1.89196, 8.72922], [-5.52126, -1.40518, 9.33686], [-4.49010, -2.21298, 10.54109], [-4.70345, -2.93975, 8.96454], [3.93126, -4.54730, -6.19868], [3.97639, -3.33358, -5.97706], [5.09706, -2.60346, -5.99272], [4.74970, -1.19129, -6.09157], [3.18827, -1.20889, -6.14406], [2.75262, -2.55648, -5.60119], [5.12598, -0.79609, -7.03514], [5.10818, -0.48223, -5.34536], [2.66854, -0.84256, -7.02938], [2.91358, -0.50245, -5.36075], [1.90384, -2.97456, -6.14237], [2.44265, -2.66750, -4.56211], [-0.27774, 7.12453, -6.55739], [-0.85659, 7.27855, -5.49752], [-1.46290, 6.22758, -4.88633], [-1.92841, 6.68229, -3.55663], [-1.12298, 7.98572, -3.25812], [-0.95071, 8.55907, -4.63622], [-1.69232, 6.05758, -2.69518], [-3.00356, 6.82842, -3.66064], [-0.08353, 7.67771, -3.14509], [-1.59725, 8.68275, -2.56724], [-0.08477, 9.20127, -4.79692], [-1.79801, 9.15694, -4.97200], [0.12207, 0.00181, 0.61572], [-1.12165, 0.83150, 0.35337], [-1.59818, 1.09729, 1.67835], [-1.46541, -0.21630, 2.69161], [-2.53944, -1.23190, 2.52089], [-1.06803, 0.12147, 4.04931], [-0.07143, -0.65489, 1.81035], [0.92736, 0.67305, 0.91416], [0.39596, -0.70151, -0.17067], [-1.91806, 0.30785, -0.17543], [-0.79335, 1.66793, -0.26366], [-3.97911, -4.00605, -3.73255], [-3.88529, -4.26876, -5.24486], [-3.08556, -3.17679, -5.72024], [-3.30456, -1.82511, -4.87151], [-4.54001, -1.15742, -5.28842], [-2.06005, -1.05697, -4.78133], [-3.59579, -2.67922, -3.45999], [-3.21125, -4.66528, -3.32771], [-4.90008, -4.32837, -3.24673], [-4.87576, -4.16520, -5.68794], [-3.49852, -5.25993, -5.48172]],
  "forces_ev_per_a": [[-1.222, 0.495, 0.783], [2.103, -0.170, 2.065], [-0.462, -0.162, -0.104], [-1.640, -0.182, -1.496], [0.790, -0.645, -0.400], [0.875, 0.357, -0.176], [-0.398, 0.298, -0.662], [-1.112, -0.735, 0.363], [0.570, 1.104, -0.238], [-0.058, 0.453, -0.627], [-0.554, -0.905, 0.547], [0.728, 0.156, 0.002], [-0.002, -0.373, -0.137], [0.409, 0.282, 0.069], [-0.231, -1.342, -0.433], [-2.021, -1.321, 3.507], [3.394, 0.472, -1.445], [-0.982, 1.576, -1.923], [-0.532, 0.217, 0.036], [0.437, 0.375, 0.303], [-0.081, 0.024, -0.045], [0.517, -0.290, -0.049], [-0.541, -1.243, -0.838], [-0.026, 0.302, 0.123], [-0.542, 0.949, -0.066], [0.596, -0.321, 0.203], [-0.025, 0.079, 0.711], [-0.015, 0.512, -0.104], [-1.044, -1.078, 0.702], [-1.019, -1.272, -0.469], [-1.205, 5.225, 1.009], [2.544, -3.525, -1.053], [0.485, 0.327, -0.054], [-0.100, 0.088, 0.025], [0.372, 0.245, -0.149], [0.949, 2.509, 0.288], [-0.954, -4.249, 0.570], [0.332, 0.976, 0.042], [-1.504, -0.163, -1.682], [-0.408, 1.997, 2.462], [-0.037, -0.101, -1.676], [0.252, -0.362, -0.090], [0.308, -0.959, 0.636], [0.498, -0.494, -0.273], [-0.286, 0.479, -0.237], [0.163, -0.027, -0.187], [0.672, 0.420, 0.178], [-1.014, 0.467, 1.500], [1.182, -0.039, -1.552], [0.035, 0.708, 1.726], [0.424, 1.102, 0.000], [-0.186, -0.512, -1.729], [-0.517, 0.058, -1.379], [-0.163, -0.969, -0.774], [0.041, 0.086, 0.253], [-0.096, -0.064, 1.683], [0.461, -0.399, 0.330], [0.116, -0.297, 0.082], [-0.286, -0.145, -0.139], [0.422, 0.955, -0.015], [0.023, -1.338, -0.295], [-0.950, 0.293, 1.560], [0.895, -1.636, -1.512], [2.645, 2.996, -0.004], [-0.759, 0.022, -2.703], [-2.163, -2.219, 3.292], [0.375, 0.281, -1.055], [-0.053, 0.147, 0.005], [0.127, -0.158, -0.102], [-0.585, 0.667, 0.790], [1.200, -1.819, 0.119], [-1.708, 1.191, 0.353], [0.796, 0.382, -0.383], [-0.610, 0.716, 0.374], [2.408, -1.385, 0.833], [-2.622, -2.036, -0.057], [0.146, 1.688, -1.073], [0.185, 0.228, 0.539], [-0.285, 0.620, -0.323], [0.009, -0.074, -0.246], [0.512, 0.486, -0.115]]
}